This record from the OMol25 dataset describes 2 unconnected molecules or ions with the total composition C4H13N4OP in a non-equilibrium geometry. The level of theory is ωB97M-V with the def2-TZVPD basis set.

Structure (XYZ):
```
23
Properties=species:S:1:pos:R:3:nbo_charge:R:1
C -0.2629 0.3597 1.9188 -0.599
C 2.2777 0.0426 1.7589 -0.643
C 1.2188 1.7208 0.3692 -0.631
C 0.9901 0.3842 1.0050 0.239
N -2.9711 -1.6003 0.7183 0.036
N -2.8452 -1.5675 -0.4257 -0.318
N -1.2960 -0.8225 -3.6721 -0.697
N -1.9132 -0.5622 -2.3912 -0.740
O 0.6055 -0.5725 -0.0327 -0.728
P -3.0495 -1.7931 -1.9567 0.650
H -0.2860 -0.5017 2.4815 0.208
H -0.2100 1.1931 2.5828 0.195
H -1.1312 0.4134 1.3367 0.214
H 2.6362 0.8056 2.4417 0.226
H 3.1449 -0.1078 1.1229 0.210
H 2.1679 -0.9743 2.3164 0.210
H 1.8638 1.6743 -0.4446 0.214
H 0.3514 2.1836 -0.1232 0.213
H 1.4302 2.4630 1.1768 0.207
H 1.3696 -1.0789 -0.2477 0.461
H -1.0661 -1.8052 -3.6283 0.351
H -0.5370 -0.1511 -3.7627 0.363
H -2.4878 0.2968 -2.5441 0.357
```

Lowest unoccupied orbital energy   0.12 eV

=====

This record from the OMol25 dataset describes 2 unconnected molecules or ions with the total composition C4H13NO. The level of theory is ωB97M-V with the def2-TZVPD basis set.

Structure (XYZ):
```
19
Properties=species:S:1:pos:R:3:nbo_charge:R:1
C -0.3905 -2.2239 0.2266 -0.664
C -1.0177 -1.3868 -0.8785 -0.393
C -0.5896 0.0681 -0.7926 -0.238
N 0.8597 0.2186 -0.8298 -0.643
C 1.2361 1.6282 -0.9280 -0.448
H -0.5640 -1.7448 1.1911 0.216
H -0.7756 -3.2402 0.2893 0.192
H 0.6863 -2.2762 0.0707 0.201
H -0.7678 -1.7851 -1.8693 0.180
H -2.1018 -1.4682 -0.8460 0.187
H -1.0008 0.6263 -1.6405 0.168
H -1.0323 0.4996 0.1205 0.196
H 1.2060 -0.0691 0.0827 0.353
H 0.8195 2.0723 -1.8431 0.165
H 0.8887 2.2308 -0.0842 0.197
H 2.3186 1.6455 -1.0664 0.182
H 0.7493 1.3533 2.8906 0.318
H -0.7546 1.2012 3.1168 0.331
O -0.0981 1.3313 2.4012 -1.498
```

<S²>   0.751
2S+1   2
Total charge   -1
Lowest unoccupied orbital energy (spin up / spin down)   3.97 / 3.85 eV

=====

This record from the OMol25 dataset describes 2 unconnected molecules or ions with the total composition C4H13NO in a non-equilibrium geometry. The level of theory is ωB97M-V with the def2-TZVPD basis set.

Structure (XYZ):
```
19
Properties=species:S:1:pos:R:3:nbo_charge:R:1
C 0.2735 -2.0079 -1.7379 -0.637
C -0.8280 -1.2594 -0.8575 -0.204
N -0.1986 -0.4236 0.2086 -0.636
C -0.9691 0.7448 0.5998 -0.223
C -0.7679 0.9512 2.1378 -0.608
H 0.9213 -2.2806 -0.9320 0.214
H -0.1585 -2.8743 -2.3131 0.220
H 0.9852 -1.4140 -2.3478 0.201
H -1.4848 -2.0306 -0.3722 0.190
H -1.5773 -0.6148 -1.5335 0.153
H 0.6126 -0.0013 -0.1481 0.350
H -1.9820 0.6862 0.3359 0.185
H -0.5640 1.6326 0.0500 0.171
H -1.1901 1.8965 2.5371 0.203
H 0.3383 0.8435 2.3911 0.221
H -1.4748 0.0896 2.6247 0.197
H 3.1981 2.4990 0.2665 0.482
H 2.5286 1.5409 -0.9305 0.476
O 2.3377 2.0224 0.0212 -0.955
```

SMILES   CCNCC.O
Lowest unoccupied orbital energy   0.47 eV

=====

This record from the OMol25 dataset describes 2 unconnected molecules or ions with the total composition C4H13NO. The level of theory is ωB97M-V with the def2-TZVPD basis set.

Structure (XYZ):
```
19
Properties=species:S:1:pos:R:3:nbo_charge:R:1
C -1.6035 1.9915 -1.5645 -0.605
C -0.6083 0.8433 -1.5438 -0.391
C 0.7557 1.2656 -0.9847 -0.601
H -1.7275 2.4306 -0.5721 0.200
H -2.5801 1.6644 -1.9166 0.207
H -1.2636 2.8263 -2.1805 0.201
H -0.4789 0.4606 -2.5610 0.191
H -1.0356 0.0194 -0.9646 0.181
H 1.4499 0.4320 -1.0324 0.202
H 1.1566 2.0822 -1.5897 0.197
H 0.6110 1.6727 0.0133 0.215
N 0.2804 -2.3695 0.7492 -0.863
C 0.0778 -1.3228 1.7291 0.099
O 1.1665 -0.4245 1.7067 -0.720
H 0.2355 -1.9906 -0.1819 0.357
H -0.4350 -3.0900 0.8006 0.367
H -0.8282 -0.7465 1.5130 0.140
H 0.0312 -1.7777 2.7205 0.151
H 1.8824 -0.9269 1.3422 0.470
```

SMILES   CCC.NCO
Lowest unoccupied orbital energy   1.00 eV

=====

This record from the OMol25 dataset describes 2 unconnected molecules or ions with the total composition C4H13NO. The level of theory is ωB97M-V with the def2-TZVPD basis set.

Structure (XYZ):
```
19
Properties=species:S:1:pos:R:3:nbo_charge:R:1
C -1.3713 -1.1612 1.4375 -0.621
C -1.1310 -0.2573 0.2515 -0.217
N 0.2121 -0.4657 -0.2904 -0.651
C 0.4671 0.1133 -1.5912 -0.213
C 0.4355 1.6399 -1.5853 -0.621
H -1.4051 -2.2034 1.1124 0.198
H -2.3412 -0.9322 1.8753 0.219
H -0.5574 -1.0532 2.1569 0.224
H -1.8588 -0.3875 -0.5607 0.165
H -1.1580 0.7901 0.5496 0.189
H 0.4613 -1.4442 -0.2564 0.361
H 1.4327 -0.2550 -1.9267 0.195
H -0.2267 -0.1588 -2.3893 0.159
H -0.5832 2.0010 -1.4210 0.201
H 1.0507 2.1389 -0.8352 0.214
H 0.7456 2.0442 -2.5390 0.213
H 1.3385 0.0193 1.5193 0.485
H 2.5609 -0.5774 2.2099 0.461
O 1.9282 0.1493 2.2828 -0.961
```

SMILES   CCNCC.O
Lowest unoccupied orbital energy   0.99 eV

=====

This record from the OMol25 dataset describes 2 unconnected molecules or ions with the total composition C4H13NO in a non-equilibrium geometry. The level of theory is ωB97M-V with the def2-TZVPD basis set.

Structure (XYZ):
```
19
Properties=species:S:1:pos:R:3:nbo_charge:R:1
C -2.0315 0.7921 -0.2819 -0.619
C -1.2592 0.6985 1.0209 -0.406
C -0.2361 -0.4108 1.0066 -0.208
N 0.8732 -0.1117 0.0880 -0.667
C 2.2503 -0.4803 0.4293 -0.412
H -2.5187 -0.1398 -0.5895 0.202
H -2.7842 1.5694 -0.3332 0.214
H -1.3024 0.9117 -1.0855 0.217
H -0.6574 1.6100 1.1141 0.194
H -1.8771 0.6556 1.9178 0.211
H 0.1219 -0.5854 2.0142 0.183
H -0.6567 -1.3534 0.6354 0.178
H 0.8149 0.8228 -0.2854 0.372
H 2.2773 -1.5047 0.7825 0.200
H 2.7658 -0.3926 -0.5277 0.210
H 2.7835 0.2405 1.0568 0.176
H 0.6851 -0.7666 -1.5358 0.488
H 0.0340 -1.0469 -2.9291 0.459
O 0.7175 -0.5084 -2.4973 -0.990
```

SMILES   CCCNC.O
Lowest unoccupied orbital energy   1.04 eV

=====

This record from the OMol25 dataset describes 2 unconnected molecules or ions with the total composition C4H13NO in a non-equilibrium geometry. The level of theory is ωB97M-V with the def2-TZVPD basis set.

Structure (XYZ):
```
19
Properties=species:S:1:pos:R:3:nbo_charge:R:1
C -0.2457 1.3534 2.5107 -0.608
C 0.0028 2.5306 1.5894 -0.391
C -0.0028 2.1464 0.1011 -0.611
H -1.0625 0.7480 2.1355 0.201
H -0.5530 1.7022 3.4971 0.206
H 0.6155 0.7062 2.6406 0.204
H 0.9170 3.0688 1.8738 0.191
H -0.7612 3.2971 1.7083 0.191
H -1.0224 1.9652 -0.1735 0.197
H 0.2961 3.0101 -0.4901 0.211
H 0.4480 1.1714 -0.0670 0.207
N 0.0256 -2.7270 -0.8528 -0.859
C 0.0691 -2.2253 -2.2056 0.084
O 0.8750 -3.0189 -3.0765 -0.735
H -0.6549 -3.4356 -0.6471 0.362
H 0.9597 -2.9836 -0.5692 0.366
H -0.9522 -2.1613 -2.5677 0.154
H 0.5872 -1.2699 -2.1959 0.169
H 0.4588 -3.8778 -3.2112 0.460
```

SMILES   CCC.NCO
Lowest unoccupied orbital energy   0.95 eV

=====

This record from the OMol25 dataset describes 2 unconnected molecules or ions with the total composition C4H13NO in a non-equilibrium geometry. The level of theory is ωB97M-V with the def2-TZVPD basis set.

Structure (XYZ):
```
19
Properties=species:S:1:pos:R:3:nbo_charge:R:1
C -2.0274 -1.2018 1.2201 -0.592
C -2.6817 -0.5833 -0.0179 -0.400
C -1.9691 0.7134 -0.4475 -0.607
H -1.0179 -1.5455 0.9498 0.145
H -2.5671 -2.0940 1.5235 0.232
H -1.9867 -0.5238 2.0742 0.209
H -3.7100 -0.3004 0.2069 0.217
H -2.6407 -1.3303 -0.8060 0.203
H -0.8867 0.6250 -0.3413 0.154
H -2.2062 0.9090 -1.4911 0.225
H -2.4167 1.5857 0.0245 0.223
N 1.9317 -0.3444 0.6207 -0.305
C 2.6823 0.0927 -0.5520 0.034
O 1.8760 1.1566 -0.9681 -0.552
H 2.1275 0.1905 1.4727 0.412
H 0.9455 -0.6291 0.5269 0.434
H 3.6791 0.4223 -0.2731 0.222
H 2.6518 -0.6572 -1.3311 0.233
H 2.1411 2.0145 -0.6033 0.514
```

<S²>   0.756
2S+1   2
Total charge   +1
Lowest unoccupied orbital energy (spin up / spin down)   -3.79 / -8.85 eV

=====

Summary of ΔE to the lowest compared entry with this formula, charge and spin in eV
0.000, 0.000, 1.936, 0.565, 0.304, 0.713, 0.697, 1.376
(order as listed above)
Summary of total energy in a.u.
-795.6972, -290.1425, -290.1258, -290.1762, -290.1858, -290.1707, -290.1713, -289.8316
(order as listed above)